C48H120F2K2NO36P8S2 | ωB97M-V/def2-TZVPD

Output
Charge   +1
Frontier orbital gap   7.84 eV
Max |F|   10.1 eV/Å

XYZ file:
```
219
C48H120F2K2NO36P8S2 (ωB97M-V/def2-TZVPD)
H -4.921 0.258 1.022
H 4.989 -0.880 3.134
H 4.390 -0.373 -2.427
O -2.212 -5.215 -3.264
C 1.411 4.153 -1.783
H 5.294 -7.041 4.436
H -4.531 -5.820 -0.711
H 1.307 -2.660 -4.373
H 4.842 1.711 1.177
C -2.525 8.855 -1.612
O -2.713 2.361 6.219
O 6.156 3.092 0.341
H 5.762 2.607 3.191
C -8.703 -3.104 1.836
H -4.781 3.454 -2.533
H 1.762 3.121 -1.774
O -2.718 6.522 -1.908
H 4.577 -6.355 5.836
H 5.023 2.107 -3.559
P 6.219 3.240 -1.259
H -2.833 -5.218 -0.592
H 3.457 -6.366 -6.437
H -2.893 -6.911 -2.379
H 4.701 -5.590 -5.719
H 4.151 3.201 2.965
H 6.940 -1.490 5.337
O 7.081 2.179 -1.830
H 4.650 -5.442 4.319
S -0.270 -0.096 0.206
H -5.182 3.442 6.755
C -7.235 -3.321 -2.586
O 8.915 -3.375 4.423
H 2.192 -6.597 -4.117
H -0.137 -0.304 7.942
C -0.710 -2.018 -4.157
C 5.893 6.925 -2.368
H 1.319 4.446 -2.829
O -1.669 1.056 8.064
H 5.746 6.101 -0.321
C -2.994 3.571 6.943
H -4.061 -5.989 -3.221
H -2.984 3.464 8.027
F 3.081 -0.331 1.668
H -4.297 4.486 5.544
H 8.436 -4.558 -1.707
H 1.118 1.830 4.122
O -0.135 2.456 6.473
C 6.580 -5.701 -2.116
H 1.317 7.084 -5.044
H -2.788 2.185 -2.560
H -1.595 -2.423 -3.668
H -9.040 0.932 -2.977
C 0.246 7.097 -5.243
H 6.334 -1.715 1.251
C -8.423 0.214 -2.437
H -0.796 -1.281 10.255
C -1.493 -0.819 9.556
H 2.227 3.091 4.764
C 3.970 -1.265 -2.893
C -3.214 -5.882 -2.544
O -0.506 5.500 -1.057
O 2.425 0.017 -0.645
H -0.106 -9.785 -1.771
H -2.266 -0.313 10.134
C -0.092 -7.531 -1.823
H 5.789 -2.316 -2.295
O -7.495 -2.650 -1.360
O -7.292 2.147 -1.712
H -8.937 -2.371 -3.605
H 4.114 3.335 0.754
C 6.465 -3.781 1.347
C -0.225 -8.923 -2.428
O 1.831 1.694 1.136
H 5.442 7.850 -2.008
H 1.258 3.362 3.458
C -7.632 6.421 -0.017
H -2.181 4.285 6.816
O -7.672 3.369 0.572
H -3.508 -0.237 1.952
O -1.002 1.055 0.607
C -0.574 7.723 -4.216
C -4.330 3.262 -1.559
H 7.272 -6.440 5.678
H -8.906 -0.711 -2.123
P -6.842 3.333 -0.707
H -7.856 -2.067 3.510
H -4.040 1.212 -2.041
H 0.126 7.654 -6.173
H 5.442 4.463 -3.890
C -0.767 0.208 8.669
H 5.487 4.337 2.540
C 5.070 -2.280 -3.112
C 0.073 3.269 5.346
O 0.145 -4.291 -3.927
H -8.080 -3.577 -4.499
O 4.522 -3.588 -3.411
H 4.567 5.541 -1.485
P 4.071 -4.652 -2.273
P -1.444 1.433 6.510
H 5.760 -1.965 -3.895
O -0.547 -4.495 -1.387
H 5.592 -3.994 1.964
H -6.366 -2.788 -2.974
S 1.915 0.299 0.668
C 3.941 -6.327 -5.461
H -3.099 9.674 -1.180
K 0.543 -1.168 3.822
O 4.604 3.159 -1.749
H 6.715 -4.868 6.087
H -8.672 6.546 -0.317
O -1.329 4.719 -3.339
H 5.455 6.537 -3.288
C -8.791 -2.523 3.183
H -2.088 7.219 -0.123
C 5.619 5.795 -1.360
H 3.351 -0.882 -3.705
C -4.669 -1.896 1.145
H 7.226 -0.894 3.822
H -3.968 -2.720 1.009
C 5.096 -0.832 4.217
C 6.512 -1.538 4.336
H -9.269 -4.080 -3.219
H 4.294 3.853 -5.047
P -1.337 5.866 -2.388
O 6.572 4.813 -1.586
O -1.258 0.257 5.591
O 6.394 -2.890 4.118
C 4.985 2.790 1.118
O -0.145 -6.598 -2.883
H 7.113 -2.272 -0.055
H -4.488 5.103 7.078
F -1.325 -1.241 0.622
C -8.501 -3.366 -3.516
H -8.500 1.068 -0.400
O 5.508 -4.936 -1.570
H -0.922 -7.398 -1.128
H -7.687 -0.137 -3.160
P 7.710 -3.798 3.716
C -6.698 5.955 -1.155
N 0.945 -0.712 1.224
C 5.170 3.295 2.587
H 4.302 -1.420 4.677
O 7.224 -5.313 4.087
O 3.793 -6.015 -3.100
H -2.934 1.743 -0.767
H 8.458 -5.399 -3.228
H 6.476 -4.688 0.742
H -3.617 -0.392 0.149
C 0.427 -2.923 -3.786
C 6.648 -5.626 5.307
H 6.920 7.227 -2.575
C 1.213 2.871 4.430
O -7.786 -2.259 1.097
K 0.664 -3.480 0.599
O -5.496 -2.038 0.027
O -0.161 -0.381 -1.166
C 4.432 4.064 -3.986
H -2.028 -1.535 8.932
H -0.810 -2.064 -5.242
H 5.045 0.227 4.472
H 2.655 -4.923 -4.465
O -6.943 4.675 -1.585
H 7.313 -4.002 -3.035
C 3.036 -5.924 -4.266
H 6.785 -6.448 -1.349
H 5.310 -2.480 0.074
H -5.101 -2.104 2.123
O 7.738 -3.776 2.086
H -5.642 6.021 -0.892
P -0.645 -5.093 -2.752
H 0.456 3.943 0.055
H -1.166 -9.215 -2.893
H -6.845 6.628 -1.999
O -6.491 -4.458 0.269
H 2.190 4.737 -1.292
H -0.479 -1.015 -3.798
H -1.606 7.712 -4.567
H -1.498 9.160 -1.411
H 0.240 4.303 5.649
C -4.367 4.143 6.577
C -3.728 -5.278 -1.211
H -2.786 8.905 -2.670
C 6.274 -2.568 0.575
H 0.840 -7.475 -1.261
H 0.508 -9.101 -3.214
H -8.974 -3.301 3.924
P -6.794 -3.029 0.050
H 0.800 -2.646 -2.800
C 5.207 -6.102 4.983
H 0.129 6.015 -5.299
H -4.084 -4.249 -1.272
H -6.957 0.434 -0.747
H -3.749 4.142 -1.286
H -9.683 -3.241 1.380
C -3.429 2.043 -1.690
O -5.244 3.149 -0.511
H -9.503 -1.697 3.197
H 3.258 -1.660 -2.169
C -7.796 0.942 -1.222
H -0.221 0.884 9.327
O -0.413 7.164 -2.913
H -7.315 7.388 0.373
H -7.634 5.726 0.824
H -8.287 -4.106 1.940
H 3.265 2.484 -3.160
H -0.779 3.350 4.671
H 3.782 4.919 -3.802
C 4.308 2.800 -3.116
C -2.747 7.484 -0.950
H -0.536 3.387 -1.249
H -0.353 8.787 -4.122
H -3.702 7.444 -0.426
C -4.138 -0.495 1.101
O 2.992 -4.212 -1.343
C 7.808 -4.845 -2.551
H 4.541 -7.219 -5.281
C 0.111 4.209 -0.944
H 6.307 -6.245 -3.020
H -6.931 -4.362 -2.481
```